Entry 1:
This record from the Open Molecules 2025 dataset describes a structure of composition C23H60N5O11V in a non-equilibrium geometry. The level of theory is ωB97M-V/def2-TZVPD.

Expectation value of S²: 2.022
HOMO (alpha / beta) in Eh: -0.275 / -0.282
2S+1: 3
HOMO-LUMO gap (alpha / beta) in eV: 7.4 / 7.4

```
100
Properties=species:S:1:pos:R:3:forces:R:3:lowdin_charge:R:1
O 25.12486 -1.61639 9.87462 -2.024 -0.597 4.423 -0.337
V 25.76360 -1.14400 8.59978 0.444 -0.198 -3.648 0.862
N 23.29472 -1.75934 6.40264 -2.514 -0.832 -2.974 -0.607
O 22.78026 -0.74226 5.95259 -0.068 0.989 -0.509 0.013
O 23.13788 -2.85776 5.84013 -0.169 -0.499 -1.195 -0.039
O 23.88889 -1.76925 7.42994 3.043 0.803 4.476 -0.049
C 21.47371 3.16234 5.44970 1.161 0.370 -0.059 -0.032
C 23.04013 3.14491 5.79638 -3.239 -0.575 -1.047 -0.503
C 23.58106 4.47199 6.17399 1.046 0.934 0.347 -0.070
O 23.22907 2.22928 6.82615 0.876 -0.129 1.359 -0.062
H 21.10133 2.17322 5.18312 0.209 -0.172 0.158 0.069
H 21.22306 3.80176 4.60329 0.288 0.137 -0.108 0.066
H 20.89432 3.54232 6.29114 0.163 -0.096 0.212 0.075
H 23.58550 2.79447 4.92010 -0.019 0.014 -0.420 0.123
H 23.26844 4.91022 7.12179 -0.423 -0.466 0.119 0.085
H 23.41193 5.24889 5.42839 -0.059 -0.239 -0.270 0.083
H 24.65890 4.33488 6.26102 0.223 0.261 0.045 0.075
H 22.65914 1.45978 6.75786 -0.047 -0.245 -0.369 0.064
C 26.21238 0.63432 5.76645 -1.418 0.485 0.726 -0.032
O 26.51303 -0.42537 6.70543 1.032 -0.385 -2.443 -0.273
C 27.19619 -1.48343 5.96561 -0.112 -1.028 1.016 -0.149
C 27.60872 -2.53638 6.96110 0.041 -0.154 0.555 -0.212
N 26.49537 -3.07312 7.71966 0.677 -1.402 0.604 -0.082
C 26.96147 -4.31668 8.52625 -2.102 2.121 0.507 -0.113
C 27.85123 -3.93395 9.65056 2.227 0.019 0.544 -0.258
O 27.41123 -2.94968 10.51076 -1.501 2.130 -1.316 -0.226
C 27.49172 -3.16829 11.85919 0.530 -1.119 0.665 -0.109
H 25.62860 0.35519 4.88930 0.551 -1.035 -0.259 0.088
H 27.12291 1.15679 5.47308 -0.189 0.150 0.247 0.107
H 25.41453 1.18957 6.25964 0.609 0.879 0.340 0.083
H 28.09776 -1.16701 5.44107 -0.213 0.609 -0.044 0.143
H 26.51595 -1.97946 5.27327 -0.257 0.512 -0.244 0.114
H 28.18572 -2.07962 7.76519 1.067 -0.010 -0.528 0.120
H 28.08073 -3.38769 6.47060 0.759 0.346 -0.272 0.127
H 25.84624 -3.51342 7.08337 -0.556 0.043 -0.210 0.062
H 27.40425 -5.12154 7.93951 -0.141 0.241 -0.338 0.123
H 26.00782 -4.60123 8.97087 0.054 -0.653 -0.161 0.128
H 28.78136 -3.48999 9.29581 0.530 -0.532 -0.618 0.122
H 28.14495 -4.81099 10.22730 -0.088 -0.421 -0.106 0.130
H 26.74152 -3.91997 12.10469 -0.026 -0.034 0.701 0.099
H 27.39150 -2.26662 12.46338 -0.372 0.100 -0.437 0.098
H 28.49515 -3.54999 12.04769 0.173 -0.315 0.593 0.087
C 22.45966 -2.59986 12.26487 -0.423 0.057 -1.043 -0.085
O 21.83244 -2.76718 10.96549 0.207 -0.405 0.447 -0.190
C 22.33834 -3.78663 10.06891 0.437 0.560 0.366 -0.206
C 21.36711 -4.03080 8.93916 -0.304 0.513 0.034 -0.234
N 20.18117 -4.59190 9.49179 -1.393 -1.579 -0.369 -0.077
C 18.97187 -4.82333 8.64276 0.871 -0.548 1.425 -0.158
C 17.83759 -5.42339 9.49351 0.121 -0.815 0.710 -0.197
O 17.45885 -6.80446 9.20422 -0.851 0.986 0.104 -0.199
C 16.24794 -7.16680 9.90890 0.496 -1.221 -1.399 -0.119
H 21.93441 -1.81934 12.81533 -0.316 0.131 -0.421 0.078
H 23.48309 -2.23953 12.16065 0.227 -0.398 -0.051 0.069
H 22.35691 -3.48090 12.89838 0.342 -0.381 -0.224 0.079
H 22.47513 -4.75550 10.54920 -0.194 -0.102 0.593 0.120
H 23.32291 -3.54085 9.67102 0.058 0.533 -0.014 0.093
H 21.86635 -4.70070 8.23912 0.017 -0.309 -0.131 0.114
H 21.10456 -3.14308 8.36373 0.429 0.576 -0.053 0.118
H 20.04339 -4.35439 10.46375 -0.407 0.234 -0.340 0.103
H 19.19237 -5.55707 7.86745 0.253 0.071 -0.179 0.114
H 18.62321 -3.90289 8.17443 -0.018 0.166 -0.163 0.105
H 16.98862 -4.74116 9.44955 -0.375 -0.270 0.025 0.112
H 18.15938 -5.55888 10.52608 0.195 0.926 0.272 0.111
H 16.22626 -7.09051 10.99601 0.377 0.725 0.033 0.083
H 16.12641 -8.23369 9.72160 0.298 -0.205 0.015 0.077
H 15.35300 -6.77868 9.42253 0.024 0.794 0.254 0.080
C 26.50571 -5.96615 4.86840 -0.297 -0.563 -2.734 -0.059
C 25.01201 -5.71828 4.91724 1.300 0.349 -0.600 -0.462
C 24.15356 -6.96452 4.78928 1.385 -1.425 0.625 -0.225
O 22.91467 -6.82822 5.41351 -1.802 0.834 -1.763 -0.175
C 22.00550 -5.98404 4.62759 -0.006 0.802 0.649 -0.056
N 24.89914 -5.18090 6.21367 -2.281 0.667 2.120 0.048
H 27.13797 -5.10640 5.09012 -0.389 0.125 0.240 0.058
H 26.64996 -6.17199 3.80778 1.081 -0.673 -0.157 0.075
H 26.75422 -6.80684 5.51613 0.088 0.048 -0.135 0.085
H 24.60776 -4.96870 4.23693 0.539 0.013 -0.792 0.131
H 24.63277 -7.75356 5.36881 0.271 -0.056 0.371 0.128
H 24.15164 -7.42852 3.80298 -0.499 0.538 -0.494 0.132
H 20.97166 -6.32863 4.60475 0.271 -0.650 0.281 0.085
H 22.29042 -5.75998 3.59963 0.525 -0.753 -0.147 0.087
H 21.95882 -4.98227 5.05465 0.127 0.036 0.452 0.066
H 24.05423 -5.67172 6.46923 -0.403 -0.177 1.730 0.073
H 24.42797 -4.29829 6.07545 -0.041 0.884 0.315 0.033
C 25.87609 -0.52106 -0.89683 1.237 -0.295 0.956 -0.064
C 24.79079 -0.36974 0.12942 -1.273 -0.114 -0.667 -0.467
C 25.27989 -0.07500 1.53256 -0.041 2.221 -0.456 -0.278
O 25.97344 -1.08913 2.15223 -1.164 -1.952 1.448 -0.167
C 25.03009 -1.96257 2.89874 1.014 0.888 -0.233 -0.047
N 23.82761 0.61700 -0.29979 -0.537 0.798 0.603 0.029
H 26.57080 0.31413 -0.80773 0.176 0.154 0.196 0.078
H 25.61429 -0.51508 -1.95490 -0.484 -0.622 0.230 0.079
H 26.38977 -1.40748 -0.52467 0.605 -0.215 -0.887 0.079
H 24.18400 -1.27276 0.19620 0.239 -0.465 0.019 0.134
H 24.47430 0.39697 2.09504 -0.798 -0.939 0.418 0.120
H 25.90318 0.81905 1.54951 0.882 0.011 -0.618 0.125
H 24.50297 -1.37907 3.65357 -0.026 0.187 0.053 0.066
H 25.62896 -2.71159 3.41684 -0.032 -0.103 -0.320 0.067
H 24.26309 -2.41942 2.27337 0.250 -0.076 -0.261 0.090
H 24.32510 1.44253 -0.60162 -0.207 0.220 -0.275 0.071
H 23.27925 0.24437 -1.06174 0.056 0.253 -0.122 0.073
```
Forces are in eV/Å.



Entry 2:
This record from the Open Molecules 2025 dataset describes a cluster of 3 separate species, C6H9NS in total in a non-equilibrium geometry. The level of theory is ωB97M-V/def2-TZVPD.

HOMO in Eh: -0.292
HOMO-LUMO gap in eV: 8.1

```
17
Properties=species:S:1:pos:R:3:forces:R:3:nbo_charge:R:1
C 1.75214 0.29460 1.58232 -0.016 -1.187 -0.911 -0.866
C -0.01454 1.18135 -0.54406 0.498 -2.340 0.260 -0.278
C -0.55257 -0.10894 -0.47631 -1.420 5.692 -2.900 -0.179
C -2.00953 -0.17536 -1.19378 2.858 1.270 1.929 -0.219
C 0.03339 -1.25766 0.00126 -1.633 2.657 -2.006 -0.031
C 0.32369 -2.33283 0.33812 0.802 -4.653 1.586 -0.179
H 3.27995 0.18368 1.53574 -4.793 0.496 1.050 0.242
H 1.11622 -1.04709 1.20555 2.532 4.393 1.454 0.314
H 0.92070 0.81683 2.46431 3.417 -1.336 -2.259 0.241
H -0.62052 2.00314 -1.05223 1.254 -1.116 0.876 0.232
H -2.32295 1.06175 -1.17034 0.537 -3.811 -0.843 0.190
H -1.74221 -0.69344 -2.32067 -1.713 1.288 3.314 0.236
H -2.51466 -0.56286 1.04505 -0.529 -1.128 -4.952 0.366
H -3.76285 -0.60568 -0.25581 1.885 -1.251 0.621 0.358
H 0.50581 -3.19355 0.91729 0.303 -0.583 -0.129 0.251
N -2.74631 -0.96324 -0.11969 -2.469 2.497 1.642 -0.850
S 1.69808 1.44830 0.01398 -1.512 -0.888 1.268 0.172
```
Forces are in eV/Å.